[1]
{"formula": "C7H9NO2S2", "method": "wB97M-V/def2-TZVPD", "species": ["C", "C", "C", "C", "C", "C", "C", "N", "O", "O", "S", "S", "H", "H", "H", "H", "H", "H", "H", "H", "H"], "coordinates": [[-1.62085, -2.88125, 0.16122], [-0.77685, -2.28860, 1.17949], [-1.27943, -2.55756, -1.10558], [0.30005, -1.57389, 0.64924], [-0.77648, 1.58089, 1.03079], [1.83459, 1.73576, -1.66031], [0.42753, 1.89491, 0.38281], [0.62777, 1.55534, -0.90049], [-0.87426, 1.86451, 2.37066], [-1.52245, 0.76824, 0.55342], [0.07377, -1.54075, -1.20838], [1.58237, -0.81207, 1.35395], [-2.59862, -3.30961, 0.37034], [-0.89086, -2.41136, 2.27362], [-1.82283, -2.79021, -1.88192], [1.61312, 0.87552, -2.47697], [1.80256, 2.71982, -2.13484], [2.82194, 1.41541, -1.18148], [1.11834, 2.67090, 0.75379], [0.10930, 0.71159, -1.18010], [-0.14872, 2.37239, 2.65073]], "atomic_forces_ev_per_a": [[-0.2, 1.0, 1.9], [-0.2, -0.6, -0.6], [2.5, 1.4, 3.6], [-1.0, -0.2, -1.6], [0.3, -2.0, 1.8], [0.0, -2.9, -2.0], [2.4, 2.1, -0.9], [-0.9, -1.0, 0.8], [-1.8, -0.5, -1.0], [-1.5, -0.1, -0.7], [0.8, -0.7, 1.5], [0.3, 0.5, 0.2], [0.4, -0.4, 0.1], [0.0, 0.1, -0.9], [-2.6, -1.2, -4.2], [1.2, 2.3, 1.2], [0.6, -0.2, 0.1], [-1.4, 0.8, -0.2], [-0.3, -0.5, 0.1], [-0.2, 0.8, 0.3], [1.6, 1.1, 0.6]], "nbo_charge": [-0.25, -0.20, -0.34, -0.37, 0.66, -0.43, -0.07, -0.54, -0.67, -0.58, 0.34, 0.04, 0.23, 0.24, 0.21, 0.21, 0.21, 0.22, 0.19, 0.42, 0.47], "charge": 0, "spin_multiplicity": 1, "orbital_gap_ev": [5.5, 7.6], "homo_energy_ha": [-0.2680, -0.2930], "e_above_lowest_kj_mol": 296.9, "lumo_ha": [-0.0641, -0.0128]}


[2]
{"formula": "C3H10NOP", "method": "wB97M-V/def2-TZVPD", "species": ["C", "C", "C", "N", "O", "P", "H", "H", "H", "H", "H", "H", "H", "H", "H", "H"], "coordinates": [[-1.09945, -1.47893, -0.17740], [-0.05188, -0.79886, -2.24198], [1.77771, 1.65908, 2.05824], [-0.41608, -0.44159, -0.90246], [-1.24700, 1.23107, 0.82577], [-0.16034, 1.13241, -0.38555], [-2.09872, -1.79085, -0.61551], [-0.43466, -2.33988, -0.33618], [-1.29714, -1.44172, 0.90047], [-0.35817, 0.05483, -2.88194], [1.03540, -0.89730, -2.31949], [-0.52855, -1.71874, -2.58094], [2.72882, 1.07618, 2.06754], [0.98859, 1.18649, 2.77979], [2.05527, 2.75707, 2.24574], [-0.89378, 1.81074, 1.56389]], "atomic_forces_ev_per_a": [[-0.6, -2.3, -0.3], [0.5, 1.2, -0.9], [-0.1, 0.0, 1.5], [-1.2, 0.9, 1.6], [0.1, 0.7, 1.3], [0.9, 0.2, 0.3], [1.0, 0.7, 0.1], [-0.4, -0.3, 0.4], [0.5, 1.0, -0.3], [0.2, -0.7, -0.1], [0.0, -0.2, -0.2], [-0.1, 0.2, 0.1], [-1.0, 0.2, -0.3], [1.4, 1.1, -1.4], [-0.9, -1.5, -0.4], [-0.5, -1.0, -1.3]], "nbo_charge": [-0.42, -0.42, -0.75, -0.77, -1.01, 1.10, 0.19, 0.19, 0.23, 0.21, 0.20, 0.21, 0.18, 0.16, 0.18, 0.52], "charge": 0, "spin_multiplicity": 1, "orbital_gap_ev": [8.7, 6.4], "homo_energy_ha": [-0.3043, -0.2327], "e_above_lowest_kj_mol": 407.4, "lumo_ha": [0.0171, 0.0025]}


[3]
{"formula": "C9H13BClF2LiNO7Si", "method": "wB97M-V/def2-TZVPD", "species": ["C", "Si", "C", "C", "C", "C", "B", "O", "O", "O", "C", "O", "O", "C", "Cl", "N", "C", "O", "F", "C", "O", "F", "H", "H", "H", "H", "H", "H", "H", "H", "H", "H", "H", "H", "H", "Li"], "coordinates": [[0.99662, -0.41492, 2.68440], [0.02211, -0.94022, 1.08434], [-1.50745, -1.89576, 1.71489], [1.13013, -2.32509, 0.28417], [-0.30938, 0.54560, -0.05756], [-1.00908, 1.69675, 0.82646], [-2.61957, 1.54937, 1.01581], [-3.30859, 1.08459, 2.19624], [-3.45015, 1.97583, -0.09852], [-1.31924, 0.10787, -1.04068], [-1.32574, 0.97553, -2.21144], [-2.12518, 1.02064, -3.15547], [-0.09785, 1.73944, -1.99702], [0.86573, 1.11847, -1.05543], [1.73302, 2.67416, -0.51044], [1.57122, 0.19871, -1.99331], [2.91863, -0.23509, -1.60465], [3.85514, 0.41098, -1.12838], [3.25006, -1.64244, -1.92546], [1.78469, 0.84276, -3.34608], [2.53179, 1.82305, -3.52656], [1.12920, 0.25201, -4.48266], [1.27778, -1.37140, 3.27141], [1.93055, 0.20600, 2.45558], [0.33370, 0.23111, 3.38138], [-1.66483, -2.78724, 0.98276], [-2.49292, -1.32627, 1.73322], [-1.27477, -2.40021, 2.73492], [2.23538, -2.02583, 0.44413], [0.89351, -2.32424, -0.84560], [0.98682, -3.33472, 0.80199], [-0.55959, 1.74334, 1.89799], [-0.85775, 2.76945, 0.40295], [-3.14891, 1.69101, 2.96728], [-4.24957, 1.40726, -0.17723], [1.87448, -3.04049, -1.72345]], "atomic_forces_ev_per_a": [[0.0, 0.4, 0.3], [0.3, -1.2, 2.5], [-0.7, -1.3, -0.6], [1.1, 0.2, -0.5], [-0.4, 0.8, -0.4], [0.9, 1.2, 1.1], [-2.4, 0.3, -0.9], [1.5, 1.6, -0.8], [1.5, -2.0, 1.7], [0.3, 1.1, -2.0], [-0.5, -0.6, -0.2], [4.1, -0.1, 4.8], [-1.1, -0.9, -1.4], [-3.4, 2.9, -1.0], [-0.3, -2.3, -0.2], [2.1, -1.1, -0.4], [4.3, 2.8, 1.9], [-4.9, -3.3, -2.0], [-1.5, 1.7, 0.1], [2.1, 4.1, -3.0], [-3.7, -5.1, 1.0], [1.4, 0.9, 3.9], [-0.3, 1.6, -1.0], [-1.1, -0.9, 0.4], [1.0, -1.1, -1.1], [0.1, 1.5, 1.1], [1.4, -0.7, 0.3], [-0.4, 1.1, -1.6], [-1.6, -0.5, -0.4], [-0.8, 0.4, 2.4], [-0.1, 1.3, -1.0], [-0.4, -0.2, -1.9], [-0.1, -1.9, 0.4], [-0.1, -1.1, -0.9], [0.5, 0.9, 0.3], [1.2, -0.5, -0.8]], "nbo_charge": [-1.12, 1.67, -1.13, -1.13, -0.18, -0.85, 1.20, -0.94, -0.91, -0.56, 1.00, -0.48, -0.57, 0.44, 0.06, -0.63, 0.95, -0.38, -0.43, 0.96, -0.42, -0.30, 0.26, 0.25, 0.26, 0.24, 0.28, 0.27, 0.26, 0.10, 0.29, 0.25, 0.29, 0.51, 0.51, 0.98], "charge": 1, "spin_multiplicity": 1, "orbital_gap_ev": 9.5, "homo_energy_ha": -0.5141, "lumo_ha": -0.1642}


[4]
{"formula": "C55H39F4N7SeZr", "method": "wB97M-V/def2-TZVPD", "species": ["Zr", "C", "C", "C", "C", "C", "C", "C", "C", "C", "C", "C", "N", "C", "C", "C", "C", "C", "C", "C", "C", "C", "C", "C", "C", "C", "N", "C", "C", "C", "C", "C", "C", "C", "C", "C", "C", "C", "C", "N", "C", "C", "N", "C", "C", "C", "C", "C", "C", "H", "H", "H", "H", "H", "H", "H", "H", "H", "H", "H", "H", "H", "H", "H", "H", "H", "H", "H", "H", "H", "H", "H", "H", "H", "H", "H", "H", "C", "N", "C", "C", "C", "N", "C", "C", "F", "C", "F", "C", "C", "F", "C", "F", "H", "H", "H", "H", "H", "H", "H", "H", "H", "H", "H", "Se", "C", "N"], "coordinates": [[0.02732, -0.47779, 0.19776], [0.00507, 1.63642, 7.91711], [0.37940, 0.31647, 7.70717], [0.42261, -0.19969, 6.42027], [0.10370, 0.59873, 5.32482], [-0.27127, 1.92298, 5.54548], [-0.32358, 2.43809, 6.83360], [0.10786, 0.06436, 3.93377], [1.30438, -0.22909, 3.25812], [2.57996, -0.26513, 3.96553], [3.48467, -0.78805, 3.13245], [2.82262, -1.01862, 1.85414], [1.48276, -0.59463, 1.95085], [3.43436, -1.62441, 0.81111], [2.93130, -1.82240, -0.53170], [3.73751, -2.34448, -1.56266], [2.98295, -2.30992, -2.71001], [1.72152, -1.78462, -2.36474], [0.68462, -1.65753, -3.31968], [1.03424, -2.01674, -4.72433], [0.70571, -3.26410, -5.24180], [1.03851, -3.58195, -6.55036], [1.69724, -2.65758, -7.34837], [2.02465, -1.41085, -6.83360], [1.69665, -1.09218, -5.52451], [-0.62782, -1.30532, -3.08529], [-1.09714, -0.99119, -1.82677], [-2.41718, -1.02569, -1.90102], [-3.13346, -0.87823, -0.60120], [-4.58965, -0.53558, -0.60599], [-5.54411, -1.52235, -0.81439], [-6.89025, -1.18736, -0.83944], [-7.28179, 0.13138, -0.65489], [-6.32741, 1.11690, -0.44255], [-4.98132, 0.78453, -0.41910], [-2.43856, -0.70124, 1.56640], [-3.30915, -0.25500, 2.69160], [-2.49970, 0.03393, 3.71825], [-1.09422, -0.17339, 3.28380], [-1.10789, -0.64169, 2.05518], [-2.87307, -1.29939, -3.21512], [-1.74243, -1.46302, -3.97192], [1.70367, -1.48603, -1.00421], [4.79356, -2.21041, 1.06107], [5.96278, -1.47759, 0.88289], [7.20035, -2.05933, 1.12214], [7.27998, -3.38137, 1.53484], [6.11841, -4.11911, 1.70794], [4.88211, -3.53645, 1.47065], [-0.03350, 2.03668, 8.92164], [0.62948, -0.31568, 8.54931], [0.70026, -1.23439, 6.25832], [-0.52164, 2.54842, 4.69682], [-0.61629, 3.46837, 6.98860], [2.71339, 0.03527, 4.99095], [4.51939, -1.01059, 3.33084], [4.74835, -2.69843, -1.45350], [3.27703, -2.63252, -3.69463], [0.19352, -3.98205, -4.61307], [0.78088, -4.55428, -6.94916], [1.95614, -2.90666, -8.36896], [2.53801, -0.68569, -7.45100], [1.95151, -0.12140, -5.11534], [-5.22744, -2.54978, -0.94837], [-7.63423, -1.95663, -0.99818], [-8.33183, 0.39106, -0.67308], [-6.63016, 2.14544, -0.29668], [-4.22371, 1.54140, -0.24824], [-4.38614, -0.21575, 2.66834], [-2.78949, 0.37511, 4.69964], [-3.90267, -1.36168, -3.52552], [-1.67442, -1.69190, -5.02222], [5.90129, -0.44794, 0.55931], [8.10164, -1.47640, 0.98417], [8.24450, -3.83407, 1.72195], [6.17369, -5.15068, 2.02972], [3.97189, -4.10780, 1.60404], [4.22469, 1.47461, -0.31644], [2.79877, 1.73896, -0.36900], [2.53527, 3.05413, 0.19003], [2.32637, 1.61034, -1.73653], [0.82129, 1.87307, -1.89306], [0.01630, 1.43569, -0.74414], [-0.92630, 2.37104, -0.34698], [-1.05536, 2.70345, 1.00715], [-0.20416, 2.11313, 1.88012], [-1.99660, 3.59514, 1.47090], [-2.05736, 3.85498, 2.78839], [-2.86174, 4.23005, 0.60123], [-2.74465, 3.93278, -0.74386], [-3.58304, 4.50869, -1.61963], [-1.81189, 3.02578, -1.21154], [-1.80408, 2.72167, -2.52034], [4.80345, 2.20990, -0.90165], [4.43513, 0.48290, -0.71604], [4.56183, 1.51837, 0.72094], [3.03786, 3.85293, -0.38159], [2.90378, 3.08190, 1.21602], [1.46876, 3.26519, 0.21101], [2.57848, 0.60494, -2.07829], [2.85170, 2.31770, -2.40527], [0.47783, 1.40572, -2.82324], [0.68678, 2.95113, -2.01820], [-3.59755, 4.93485, 0.95720], [-1.21605, -3.08924, 0.31345], [-2.50334, -1.73056, 0.47764], [-2.24960, -0.08174, 0.24225]], "atomic_forces_ev_per_a": [[-0.3, -0.6, -0.6], [0.0, 0.0, 0.0], [0.0, 0.0, 0.0], [0.0, 0.0, 0.0], [0.0, 0.0, -0.1], [0.0, 0.0, 0.0], [0.0, 0.0, 0.0], [0.1, 0.0, 0.1], [-0.1, 0.0, -0.1], [0.1, 0.0, 0.0], [-0.1, 0.0, 0.0], [0.0, 0.0, -0.1], [0.1, 0.1, 0.2], [0.1, 0.0, 0.2], [-0.1, 0.0, -0.2], [0.1, 0.0, 0.0], [0.0, 0.0, 0.0], [0.1, 0.0, -0.1], [-0.1, 0.0, 0.1], [0.0, 0.0, 0.0], [0.0, 0.0, 0.0], [0.0, 0.0, 0.0], [0.0, 0.0, 0.0], [0.0, 0.0, 0.0], [0.0, 0.0, 0.0], [0.0, 0.0, 0.0], [0.1, -0.1, 0.0], [0.0, 0.0, 0.0], [-0.2, 0.0, 0.1], [0.0, 0.1, 0.0], [0.0, 0.0, 0.0], [0.0, 0.0, 0.0], [0.0, 0.0, 0.0], [0.0, 0.0, 0.0], [0.0, -0.1, 0.0], [0.0, 0.0, 0.0], [0.0, 0.0, 0.0], [0.0, 0.0, 0.0], [0.0, -0.1, -0.1], [-0.1, 0.2, 0.2], [0.0, 0.0, 0.0], [0.1, 0.0, 0.0], [-0.3, 0.2, 0.2], [0.0, 0.1, -0.1], [0.0, 0.0, 0.0], [0.0, 0.0, 0.0], [0.0, 0.0, 0.0], [0.0, 0.0, 0.0], [0.0, 0.0, 0.0], [0.0, 0.0, 0.0], [0.0, 0.0, 0.0], [0.0, 0.0, 0.0], [0.0, 0.0, 0.0], [0.0, 0.0, 0.0], [0.0, 0.0, 0.0], [0.0, 0.0, 0.0], [0.0, 0.0, 0.0], [0.0, 0.0, 0.0], [0.0, 0.0, 0.0], [0.0, 0.0, 0.0], [0.0, 0.0, 0.0], [0.0, 0.0, 0.0], [0.0, 0.0, 0.0], [0.0, 0.0, 0.0], [0.0, 0.0, 0.0], [0.0, 0.0, 0.0], [0.0, 0.0, 0.0], [0.0, 0.0, 0.0], [0.0, 0.0, 0.0], [0.0, 0.0, 0.0], [0.0, 0.0, 0.0], [0.0, 0.0, 0.0], [0.0, 0.0, 0.0], [0.0, 0.0, 0.0], [0.0, 0.0, 0.0], [0.0, 0.0, 0.0], [0.0, 0.0, 0.0], [-0.1, 0.0, 0.0], [0.1, 0.0, 0.0], [0.0, 0.0, 0.0], [-0.1, 0.0, 0.0], [0.1, 0.0, 0.0], [0.3, 0.3, 0.2], [0.0, -0.1, 0.1], [0.2, -0.1, 0.0], [-0.2, 0.3, -0.1], [0.0, 0.0, 0.0], [0.0, 0.0, 0.0], [0.0, 0.0, 0.0], [0.0, 0.0, 0.1], [0.0, 0.0, 0.0], [0.0, -0.1, -0.1], [0.0, 0.0, 0.1], [0.0, 0.0, 0.0], [0.0, 0.0, 0.0], [0.0, 0.0, 0.0], [0.0, 0.0, 0.0], [0.0, 0.0, 0.0], [0.0, 0.0, 0.0], [0.0, 0.0, 0.0], [0.0, 0.0, 0.0], [0.1, 0.0, 0.0], [-0.1, 0.0, 0.0], [0.0, 0.0, 0.0], [0.0, -0.1, 0.0], [0.0, 0.2, -0.1], [0.3, -0.1, 0.0]], "mulliken_charge": [0.13, -0.41, -0.79, 0.04, -0.54, -0.09, -0.84, 0.64, 0.46, -1.65, -1.87, 0.34, 0.72, 1.31, 0.41, -1.75, -1.80, -0.08, 1.21, -0.78, 0.36, -0.90, -0.39, -0.91, 0.45, -0.81, 1.52, -0.10, 1.79, -0.96, -0.24, -0.81, -0.49, -0.90, 0.22, 0.79, -1.23, -1.18, 0.07, 0.10, -1.28, -1.59, 0.38, -0.52, 0.55, -1.00, -0.45, -0.80, 0.09, 0.39, 0.38, 0.48, 0.45, 0.42, 0.63, 0.53, 0.53, 0.52, 0.48, 0.40, 0.38, 0.40, 0.43, 0.49, 0.40, 0.40, 0.45, 0.24, 0.63, 0.63, 0.68, 0.66, 0.23, 0.43, 0.38, 0.40, 0.51, -1.66, 1.27, -1.11, -1.18, -1.25, 1.52, 0.14, 0.17, -0.12, 0.14, -0.30, -0.71, 0.03, -0.38, 0.43, -0.40, 0.53, 0.33, 0.35, 0.38, 0.28, 0.09, 0.14, 0.52, 0.19, 0.73, 0.51, 0.06, -0.38, 0.31], "charge": 0, "spin_multiplicity": 1, "orbital_gap_ev": 5.3, "homo_energy_ha": -0.2516, "e_above_lowest_kj_mol": 326.6, "lumo_ha": -0.0573}


[5]
{"formula": "C5H16N3", "method": "wB97M-V/def2-TZVPD", "species": ["N", "C", "C", "N", "C", "C", "N", "C", "H", "H", "H", "H", "H", "H", "H", "H", "H", "H", "H", "H", "H", "H", "H", "H"], "coordinates": [[0.21326, -1.76204, 1.44243], [1.51213, -1.54280, 0.83731], [1.47928, -1.25761, -0.67338], [0.63404, -0.15889, -1.09608], [1.01875, 1.18851, -0.63477], [0.28291, 1.68998, 0.55407], [-1.95752, 0.51260, 0.24897], [-2.68806, 1.17754, -0.82644], [-0.33079, -0.37605, -0.86736], [-0.10346, -2.71782, 1.38891], [-0.49313, -1.09970, 1.16877], [1.98854, -0.70312, 1.35744], [2.12680, -2.41801, 1.05892], [2.50480, -1.04339, -1.01142], [1.16172, -2.16294, -1.19312], [-0.99496, 1.13171, 0.48195], [2.09868, 1.16622, -0.43590], [0.86938, 1.89865, -1.45832], [0.64730, 1.32465, 1.51642], [0.16566, 2.76987, 0.55582], [-2.57216, 0.50589, 1.06932], [-3.53064, 0.55862, -1.14279], [-2.01379, 1.28991, -1.67578], [-3.07278, 2.16167, -0.55502]], "atomic_forces_ev_per_a": [[0.5, 0.0, 0.1], [-0.4, 0.2, 0.6], [0.8, -0.2, -0.4], [0.0, -0.1, 0.8], [-1.1, 0.1, -0.7], [2.9, 0.4, 0.0], [0.2, 0.2, -0.3], [0.6, 0.6, -0.3], [0.0, 0.1, -0.1], [-0.2, 0.1, -0.1], [-0.2, -0.2, -0.1], [0.1, 0.0, -0.1], [0.1, 0.1, -0.3], [-0.2, 0.0, 0.1], [-0.2, 0.1, 0.0], [-1.4, -0.7, 0.1], [0.0, 0.2, 0.3], [0.2, -0.2, 0.0], [-0.9, -0.5, 0.0], [-0.9, 0.0, 0.0], [0.6, 0.3, 0.3], [0.1, -0.2, 0.2], [-0.1, 0.0, -0.1], [-0.1, 0.0, 0.0]], "nbo_charge": [-0.82, -0.24, -0.25, -0.52, -0.33, -0.17, -0.55, -0.46, 0.38, 0.38, 0.35, 0.17, 0.23, 0.21, 0.23, 0.25, 0.29, 0.23, 0.25, 0.25, 0.40, 0.27, 0.21, 0.22], "charge": 1, "spin_multiplicity": 1, "orbital_gap_ev": 5.0, "homo_energy_ha": -0.4632, "e_above_lowest_kj_mol": 586.2, "lumo_ha": -0.2797}


Question: Which formula does entry 3 have?
Answer: C9H13BClF2LiNO7Si